Record 1
A molecular structure, C2H2FLiO2Tl in a non-equilibrium geometry, computed with ωB97M-V/def2-TZVPD.

CARTESIAN COORDINATES (ANGSTROEM)
H 0.139 -0.193 1.499
O -0.460 1.595 -0.896
C 0.165 1.200 0.054
C 0.374 -0.245 0.394
O -0.422 -1.044 -0.387
Li -1.355 -0.002 -1.660
Tl -0.554 -2.923 -0.254
F 0.657 2.082 0.915
H 1.456 -0.472 0.335

Cartesian forces (eV/Å) of the 2 atoms listed first:
H -0.0873 -0.8102 -0.8850
O 0.0173 -1.1334 0.2738

Properties
* electronic energy: -507.047388 hartree
* energy above the lowest of the compared OMol25 structures with the same formula, charge and spin: 0.0 kcal/mol
* multiplicity: 2
* frontier orbital gap (spin up / spin down): 0.3928 / 0.2339 hartree
* charge: +2


Record 2
A molecular structure, C36H34As2F3NO4SW, computed with ωB97M-V/def2-TZVPD.

CARTESIAN COORDINATES (ANGSTROEM)
W -0.714 0.120 0.323
C 2.448 0.652 3.625
As 1.148 -0.628 3.067
C -0.452 -0.431 4.101
C 1.788 -2.419 3.204
O 0.883 -0.357 1.379
H 2.630 0.520 4.691
H 2.063 1.655 3.444
H 3.375 0.502 3.076
H -0.328 -1.036 5.000
H -1.306 -0.795 3.533
H -0.594 0.612 4.375
H 1.943 -2.656 4.256
H 2.727 -2.517 2.663
H 1.044 -3.093 2.780
C -3.502 5.775 3.862
C -3.932 4.456 3.923
C -3.257 3.469 3.223
C -2.164 3.817 2.436
C -1.706 5.131 2.398
C -2.385 6.108 3.110
As -1.155 2.465 1.489
C -2.383 1.718 0.102
C -3.682 1.301 0.465
C -4.536 0.765 -0.474
C -4.117 0.571 -1.795
C -2.847 0.945 -2.173
C -1.964 1.519 -1.237
C 0.052 3.290 0.224
C 1.289 2.677 0.022
C 2.103 3.079 -1.036
C 1.685 4.095 -1.878
C 0.456 4.717 -1.669
C -0.368 4.310 -0.633
H -4.031 6.539 4.414
H -4.790 4.192 4.527
H -3.587 2.442 3.318
H -0.831 5.406 1.824
H -2.036 7.132 3.078
H -4.024 1.403 1.486
H -5.536 0.478 -0.178
H -4.793 0.143 -2.522
H -2.534 0.843 -3.204
H -1.070 2.010 -1.617
H 1.652 1.925 0.715
H 3.069 2.612 -1.183
H 2.317 4.416 -2.695
H 0.141 5.517 -2.325
H -1.337 4.774 -0.503
F -6.019 -6.396 4.333
C -6.220 -6.166 3.025
F -6.079 -7.310 2.370
F -7.483 -5.740 2.880
C -5.258 -5.102 2.541
C -5.330 -3.847 3.170
C -4.494 -2.841 2.773
C -3.553 -3.093 1.740
C -3.501 -4.356 1.125
C -4.365 -5.364 1.521
C -2.684 -2.106 1.299
C -1.895 -1.218 0.899
H -6.055 -3.690 3.957
H -4.538 -1.860 3.228
H -2.820 -4.543 0.312
H -4.321 -6.316 1.008
N 0.430 -0.944 -1.171
C -0.239 -2.203 -1.533
C -1.211 -2.192 -2.522
C -1.958 -3.338 -2.723
C -1.757 -4.454 -1.920
C -0.731 -4.466 -0.984
C 0.046 -3.333 -0.789
S -2.932 -5.842 -2.007
O -2.782 -6.353 -3.340
O -2.514 -6.688 -0.907
O -4.182 -5.132 -1.743
H 1.308 -1.165 -0.701
H 0.674 -0.429 -2.017
H -1.382 -1.307 -3.121
H -2.736 -3.372 -3.476
H -0.578 -5.371 -0.409
H 0.839 -3.323 -0.047

Cartesian forces (eV/Å) of the 2 atoms listed first:
W 0.6918 0.0725 0.1821
C 0.0069 -0.0400 -0.0064

Properties
* electronic energy: -6983.652410 hartree
* energy above the lowest of the compared OMol25 structures with the same formula, charge and spin: 67.5 kcal/mol
* multiplicity: 3
* frontier orbital gap (spin up / spin down): 0.1433 / 0.1655 hartree
* charge: +2


Record 3
A gas-phase ion, C6H12P (charge +1) in a non-equilibrium geometry, computed with ωB97M-V/def2-TZVPD.

CARTESIAN COORDINATES (ANGSTROEM)
C 2.411 -0.491 0.508
C 1.235 -0.027 0.114
C 2.460 0.376 -0.712
C -0.972 0.139 -1.586
C -1.024 -1.638 0.794
C -1.207 1.368 1.060
P -0.542 -0.056 0.121
H 2.875 -0.931 1.358
H 2.959 1.340 -0.638
H 2.755 0.013 -1.779
H -2.029 0.219 -1.743
H -0.879 -0.650 -2.341
H -0.412 1.054 -1.890
H -2.172 -1.446 0.829
H -0.682 -1.914 1.697
H -0.719 -2.414 -0.009
H -2.160 1.133 1.465
H -1.061 2.408 0.724
H -0.834 1.519 2.031

Cartesian forces (eV/Å) of the 2 atoms listed first:
C 5.8980 -2.3286 0.8470
C -6.1586 3.5598 -3.5342

Properties
* electronic energy: -576.673516 hartree
* energy above the lowest of the compared OMol25 structures with the same formula, charge and spin: 0.0 kcal/mol
* multiplicity: 3
* frontier orbital gap (spin up / spin down): 0.2771 / 0.3135 hartree
* charge: +1


Record 4
4 unconnected molecules or ions with the total composition C16H29N2O10, computed with ωB97M-V/def2-TZVPD.

CARTESIAN COORDINATES (ANGSTROEM)
C 1.700 -7.562 -1.206
N 1.486 -6.182 -1.754
N 2.484 -5.754 -2.685
C 2.690 -6.669 -3.804
C 2.287 -4.333 -2.910
C 2.145 -3.801 -4.301
O 2.192 -3.668 -1.920
H 2.769 -7.732 -1.163
H 1.260 -8.284 -1.882
H 1.258 -7.607 -0.218
H 0.538 -6.114 -2.148
H 1.521 -5.505 -0.981
H 1.758 -7.020 -4.257
H 3.271 -7.526 -3.481
H 3.272 -6.146 -4.551
H 1.987 -4.552 -5.065
H 3.040 -3.238 -4.563
H 1.313 -3.101 -4.293
C -1.340 -1.364 -1.986
C -1.570 -0.906 -3.402
C -0.596 0.143 -3.908
O -1.383 0.855 -4.862
C -2.688 0.738 -4.498
O -3.577 1.367 -4.957
O -2.815 -0.207 -3.531
H -0.315 -1.718 -1.860
H -1.518 -0.553 -1.284
H -2.023 -2.170 -1.720
H -1.604 -1.758 -4.092
H 0.289 -0.264 -4.391
H -0.295 0.828 -3.111
C -2.599 3.846 1.357
C -1.668 2.750 1.786
C -0.402 2.612 0.966
O -0.110 1.208 1.079
C -1.280 0.566 1.307
O -1.418 -0.618 1.249
O -2.256 1.439 1.590
H -2.068 4.794 1.332
H -3.004 3.628 0.367
H -3.434 3.943 2.047
H -1.427 2.838 2.847
H 0.432 3.198 1.341
H -0.578 2.845 -0.088
C 0.327 6.597 7.506
C 0.105 5.602 6.398
C 1.080 5.684 5.238
O 0.281 5.221 4.138
C -1.015 5.491 4.430
O -1.905 5.416 3.644
O -1.145 5.848 5.719
H 1.347 6.516 7.881
H 0.158 7.610 7.142
H -0.359 6.418 8.332
H 0.064 4.582 6.790
H 1.957 5.054 5.350
H 1.385 6.713 5.036

Cartesian forces (eV/Å) of the 2 atoms listed first:
C 0.2857 0.0573 -0.2670
N 0.0556 -0.2663 0.5824

Properties
* electronic energy: -1488.741383 hartree
* energy above the lowest of the compared OMol25 structures with the same formula, charge and spin: 0.0 kcal/mol
* multiplicity: 1
* frontier orbital gap: 0.3288 hartree
* charge: +1


Record 5
2 unconnected molecules or ions with the total composition C10H9N4 in a non-equilibrium geometry, computed with ωB97M-V/def2-TZVPD.

CARTESIAN COORDINATES (ANGSTROEM)
C -1.793 -1.044 -2.278
C -1.232 -0.995 -1.043
C -1.691 0.073 -3.097
C -0.408 0.057 -0.693
C -0.401 1.178 -1.567
C 0.409 2.317 -1.167
C 1.310 2.077 -0.166
C 0.458 -0.045 0.375
C 2.565 0.125 2.254
C -0.950 -2.140 2.811
N -1.067 1.138 -2.748
N 1.903 1.090 1.802
N 0.162 -2.109 2.341
N 1.290 0.951 0.585
H -2.396 -1.915 -2.689
H -1.224 -1.922 -0.305
H -2.225 0.006 -4.121
H 0.419 3.289 -1.741
H 1.957 2.923 0.025
H 2.890 0.162 3.358
H 2.936 -0.792 1.822
H -1.139 -2.825 3.639
H -1.776 -1.597 2.604

Cartesian forces (eV/Å) of the 2 atoms listed first:
C -1.5717 -1.9574 -0.0999
C -0.1743 -4.0831 1.2152

Properties
* electronic energy: -604.990680 hartree
* energy above the lowest of the compared OMol25 structures with the same formula, charge and spin: 96.9 kcal/mol
* multiplicity: 1
* frontier orbital gap (spin up / spin down): 0.2696 / 0.3265 hartree
* charge: +1


Record 6
2 unconnected molecules or ions with the total composition C2H3BrS in a non-equilibrium geometry, computed with ωB97M-V/def2-TZVPD.

CARTESIAN COORDINATES (ANGSTROEM)
C 0.367 -0.122 -1.452
C -0.188 0.207 0.857
S 1.830 -0.670 -1.569
Br -1.882 -0.522 1.251
H -0.654 0.178 -1.727
H 0.637 -0.273 1.377
H -0.109 1.203 1.263

Cartesian forces (eV/Å) of the 2 atoms listed first:
C -0.1467 0.3535 3.9946
C 1.3568 0.0087 -1.5990

Properties
* electronic energy: -3050.049442 hartree
* energy above the lowest of the compared OMol25 structures with the same formula, charge and spin: 80.4 kcal/mol
* multiplicity: 1
* frontier orbital gap (spin up / spin down): 0.2576 / 0.2576 hartree


Record 7
A molecular structure, C17H39GeN2O4PSSeTi in a non-equilibrium geometry, computed with ωB97M-V/def2-TZVPD.

CARTESIAN COORDINATES (ANGSTROEM)
Ti 0.241 -0.523 0.427
C 1.798 -3.548 1.575
Ge 0.374 -2.630 2.592
C -0.668 -4.032 3.477
C 1.351 -1.638 3.990
C -0.909 -1.557 1.483
H 2.507 -3.941 2.307
H 2.352 -2.906 0.888
H 1.403 -4.394 1.011
H -0.014 -4.610 4.132
H -1.113 -4.710 2.748
H -1.470 -3.607 4.081
H 2.264 -2.184 4.233
H 0.768 -1.557 4.908
H 1.624 -0.629 3.678
H -1.900 -1.855 1.832
C 0.287 -4.022 -2.440
S -0.294 -3.137 -0.998
C -1.834 -2.554 -1.685
O 0.640 -1.908 -1.012
H 0.386 -3.330 -3.274
H -0.424 -4.814 -2.676
H 1.251 -4.462 -2.194
H -2.450 -3.429 -1.894
H -1.632 -1.986 -2.593
H -2.307 -1.935 -0.927
C -2.589 2.577 0.120
N -2.749 2.033 1.459
C -3.960 1.801 2.075
C -3.690 1.280 3.289
N -2.319 1.203 3.399
C -1.602 0.648 4.534
C -1.747 1.646 2.269
Se 0.087 1.779 1.924
H -3.439 3.218 -0.097
H -2.529 1.771 -0.610
H -1.668 3.153 0.086
H -4.895 2.039 1.600
H -4.340 0.967 4.086
H -2.280 0.612 5.383
H -0.747 1.277 4.768
H -1.257 -0.350 4.279
C 1.032 4.957 -3.212
C 0.140 3.891 -2.629
O 0.949 2.710 -2.401
P 0.242 1.385 -1.809
O 1.591 0.745 -1.059
C 2.647 1.587 -0.507
C 3.423 0.768 0.494
O 0.138 0.392 -3.057
C 1.220 0.203 -4.005
C 0.930 0.947 -5.286
H 0.461 5.871 -3.377
H 1.446 4.635 -4.167
H 1.854 5.184 -2.534
H -0.674 3.639 -3.312
H -0.287 4.208 -1.675
H 2.202 2.475 -0.058
H 3.276 1.901 -1.339
H 2.800 0.467 1.342
H 4.245 1.360 0.897
H 3.839 -0.125 0.028
H 1.279 -0.872 -4.171
H 2.158 0.522 -3.549
H -0.034 0.645 -5.696
H 1.700 0.725 -6.026
H 0.919 2.024 -5.117

Cartesian forces (eV/Å) of the 2 atoms listed first:
Ti -0.2499 -0.4164 1.0329
C 0.0451 -0.0450 0.0331

Properties
* electronic energy: -7148.774808 hartree
* energy above the lowest of the compared OMol25 structures with the same formula, charge and spin: 9.6 kcal/mol
* multiplicity: 2
* frontier orbital gap (spin up / spin down): 0.2911 / 0.2787 hartree
* charge: +1